No. 1
Molecular formula: C21H40BeBrCl4F9INaO15P2Si
Method: DFT, the ωB97M-V functional and the def2-TZVPD basis

Geometry as XYZ:
```
96
Properties=species:S:1:pos:R:3:forces:R:3
C -1.7269 -3.2860 1.4002 -0.18 -0.49 -0.75
C -1.3486 -2.2572 0.1814 2.64 -0.40 1.14
O -2.2205 -2.3576 -1.0018 0.72 3.90 -0.30
P -2.1692 -0.8664 -1.9507 -3.75 -2.84 -3.92
O -3.1053 -1.1661 -3.2292 3.17 1.38 4.69
C -0.4031 -0.6105 -2.6626 1.37 -0.37 0.38
C 0.6787 0.0089 -1.5978 0.42 -0.65 -0.75
Si 0.5386 1.9089 -1.3031 0.12 -1.54 -2.42
I -1.0808 3.0350 -2.8529 0.63 -0.34 0.89
P 0.0579 2.4330 0.8208 -6.06 1.81 0.83
O -0.4848 3.9341 0.9586 1.03 -6.03 -0.65
O -0.9409 1.2436 1.6092 1.72 2.37 -1.43
O 1.6211 2.4285 1.6635 -1.75 -0.48 -0.30
O -2.7633 0.4597 -0.9910 0.69 -2.17 -1.66
C -4.2147 0.6535 -1.1367 -2.25 0.65 1.30
C -5.0775 -0.5595 -0.3869 -0.06 0.26 -0.35
H -2.8930 -3.3272 1.5337 2.25 0.21 -0.07
H -1.1737 -2.9902 2.4090 -1.22 -0.50 -2.36
H -1.3758 -4.3795 1.0943 -0.72 2.42 0.69
H -1.2560 -1.1573 0.5952 -0.53 -2.03 -0.78
H -0.2529 -2.5439 -0.1945 -2.21 0.60 1.05
H -0.4068 -0.0313 -3.7065 -0.50 -1.10 2.54
H -0.0079 -1.7035 -2.9354 -1.18 2.20 0.78
H 1.7561 -0.1718 -2.0797 -2.24 0.50 1.28
H 0.7083 -0.5190 -0.5523 0.20 0.66 -1.98
H 1.8547 2.5487 -1.5472 -0.15 0.23 0.45
H -1.9048 1.3051 1.3351 1.44 0.20 0.03
H 2.1737 3.0577 1.0833 1.82 -2.47 -1.95
H -4.5745 0.8428 -2.2412 1.13 -0.72 2.17
H -4.4821 1.6381 -0.5211 1.01 -1.96 -1.42
H -5.7734 -0.0973 0.4658 1.43 -0.99 -2.08
H -4.3593 -1.3371 0.1529 -1.51 1.64 -1.45
H -5.7222 -1.0702 -1.2443 1.37 0.83 2.19
C 3.1148 0.7643 8.0633 0.42 -0.43 0.36
O 2.4412 1.6777 7.1994 -0.72 -0.11 -0.57
C 1.8265 1.0940 6.1399 -0.20 -1.16 -0.87
O 1.8115 -0.1008 5.8883 0.00 2.19 0.61
O 1.2311 2.0699 5.4088 0.58 -0.44 0.85
C 0.5403 1.5987 4.2533 -0.24 -0.37 -0.38
H 3.5696 1.3395 8.8746 0.16 0.17 -0.27
H 2.4069 0.0529 8.5005 0.02 -0.26 -0.32
H 3.9107 0.2395 7.5251 -0.29 -0.04 0.19
H -0.2707 0.9205 4.5382 0.25 0.03 -0.12
H 1.2333 1.1071 3.5629 -0.19 -0.18 0.36
H 0.1034 2.4627 3.7451 0.08 0.05 0.48
O 4.6790 2.8353 10.0162 -0.69 0.52 -0.43
C 4.4033 3.8434 9.3725 2.34 1.33 0.05
O 5.3622 4.7520 9.0796 -1.56 -2.73 0.21
C 5.1898 5.8575 8.1739 0.05 1.04 -0.21
C 4.5875 7.0517 8.8867 -1.45 0.37 -0.32
C 2.9856 4.1372 8.9804 -0.73 -0.06 -0.20
H 4.6158 5.5586 7.2912 -0.39 -0.41 0.03
H 6.1905 6.1217 7.8150 -0.34 -0.27 0.38
H 3.5900 6.8280 9.2744 -0.50 -0.06 -0.29
H 4.5118 7.9070 8.2096 -0.10 -0.08 -0.13
H 5.2042 7.3353 9.7459 0.06 -0.15 -0.37
H 2.4761 4.6326 9.8128 0.17 0.26 -0.05
H 2.4828 3.1890 8.7642 0.54 0.50 -0.44
H 2.8932 4.7408 8.0803 -0.06 0.11 0.17
F 6.6266 6.6133 9.7623 2.54 0.22 1.33
C -2.5141 -4.8745 -6.2840 -0.51 -0.84 0.64
C -1.1989 -4.1463 -5.9670 0.41 -0.83 -0.38
C -1.2926 -2.6246 -5.9606 -0.08 0.75 0.55
F -1.6658 -2.1248 -7.1588 -0.16 -0.30 0.70
F -0.0816 -2.0721 -5.6800 0.24 -0.25 0.09
F -0.2309 -4.5817 -6.8175 -0.21 0.33 0.14
F -0.8034 -4.5532 -4.7191 -0.36 0.50 -0.20
O -2.6887 -5.3018 -7.6385 -0.22 1.88 -1.23
C -3.1913 -4.3089 -8.5317 0.87 -0.45 2.69
C -2.1871 -3.9298 -9.6284 0.92 0.37 -0.71
F -1.0262 -3.4609 -9.1027 -0.72 -0.66 -0.22
F -2.6791 -2.9429 -10.4225 -0.27 -0.31 0.43
F -3.6234 -3.2440 -7.8161 -0.23 -0.41 -1.06
F -4.3040 -4.8524 -9.0983 0.21 -0.45 0.20
H -2.4966 -5.8083 -5.7086 0.23 0.17 -0.25
H -3.3926 -4.3383 -5.9069 0.33 0.12 -0.16
H -1.9977 -2.2743 -5.2014 -0.09 -0.14 0.11
H -1.9479 -4.7910 -10.2565 -0.19 -0.12 0.14
C 0.0266 -0.0247 -10.0277 0.13 -0.13 0.19
Cl 0.1928 -0.9401 -8.5082 0.46 0.89 -0.90
Cl 0.4712 -1.0685 -11.4015 -0.11 0.24 0.29
Cl -1.6611 0.5153 -10.2140 0.38 -0.13 0.04
Cl 1.1032 1.3943 -9.9871 -0.23 -0.26 -0.06
O -6.8479 -3.5862 -7.5244 0.33 0.26 -0.04
H -6.0436 -3.8245 -8.0095 -0.39 0.11 0.16
H -6.8288 -2.6177 -7.5010 -0.04 -0.32 -0.01
Be -5.5479 -4.6126 -10.5946 -0.77 0.09 -1.00
C 3.5145 -1.4114 2.4381 0.44 -0.02 0.52
C 2.6553 -1.8776 1.2756 0.07 -1.70 0.92
O 2.3321 -3.0978 1.2993 -0.12 1.64 -0.71
O 2.3740 -0.9809 0.4320 -0.65 0.27 -0.40
H 3.7235 -2.2309 3.1325 -0.09 0.13 -0.15
H 4.4668 -1.0240 2.0640 -0.12 0.11 0.04
H 2.9987 -0.6171 2.9859 0.08 0.07 -0.04
Na 1.3521 2.2145 9.9574 0.14 -0.21 0.30
Br 1.6521 4.3240 1.9490 1.74 4.78 3.49
```
Positions in Å, forces in eV/Å.

Total charge: 0
E_LUMO (eV): -4.906
E_HOMO (eV): -6.40
HOMO-LUMO gap (eV): 1.5
Calculated total energy (eV): -237086.9922

***

No. 2
Molecular formula: C4H6N2O2
Method: DFT, the ωB97M-V functional and the def2-TZVPD basis

Geometry as XYZ:
```
14
Properties=species:S:1:pos:R:3:forces:R:3
C 0.7562 -0.2336 1.1746 0.09 0.50 0.16
C 0.9360 0.6072 -0.0386 -1.25 -1.87 0.77
C -0.1796 -0.5410 0.0027 1.30 0.85 -0.13
N -0.2853 -1.8284 -0.5479 -0.03 -0.03 -0.15
O 2.0486 0.7575 -0.7698 0.28 0.24 -0.58
N -2.3065 0.7305 -0.3989 -0.15 -0.18 0.27
C -1.0973 0.6137 -0.1317 0.29 0.62 -0.55
O -0.0746 1.6086 -0.0802 -0.68 0.05 0.09
H 2.4724 1.6045 -0.5677 -0.08 -0.18 0.11
H -0.5809 -1.7981 -1.5168 -0.04 -0.04 0.12
H -0.9250 -2.4127 -0.0210 0.08 0.04 -0.06
H -2.6389 1.6839 -0.5031 0.21 0.10 -0.05
H 1.5165 -0.9895 1.3130 0.01 -0.08 -0.09
H 0.3585 0.1975 2.0855 -0.03 0.00 0.09
```
Positions in Å, forces in eV/Å.

Total charge: 0
E_LUMO (eV): 0.695
E_HOMO (eV): -9.04
HOMO-LUMO gap (eV): 9.7
Calculated total energy (eV): -11318.1636

***

No. 3
Molecular formula: C8H16N2O3S
Method: DFT, the ωB97M-V functional and the def2-TZVPD basis

Geometry as XYZ:
```
30
Properties=species:S:1:pos:R:3:forces:R:3
C -0.6632 -0.3700 0.4151 -2.24 2.17 -0.38
C 0.7992 -0.1890 0.4811 1.42 -0.09 3.47
C -1.6108 1.0028 0.4771 -1.82 2.26 1.21
C -3.1826 0.6123 0.8116 1.22 -0.93 -0.68
C -5.3473 -0.7868 -0.7468 -1.14 -1.08 1.45
C 2.7391 0.6979 -0.6078 -0.87 4.43 -0.40
C 3.6977 -0.4341 -0.5265 5.59 1.38 -1.13
C 2.8818 1.9015 0.3833 2.36 1.27 -1.28
H -0.7175 -0.9412 2.5839 -0.72 -0.49 -4.63
H -0.4407 -2.1166 1.2701 -1.45 1.72 0.95
H -0.8876 -0.8028 -0.6324 0.06 0.26 1.81
H -1.3947 1.8584 1.3520 0.22 -2.52 -2.28
H -1.7942 1.6088 -0.5085 1.32 -1.14 1.51
H -3.8475 1.3643 1.3012 1.24 -0.56 0.08
H -3.0479 -0.3695 1.3133 -0.76 0.67 0.13
H -6.4423 -0.2098 -0.5757 3.16 -1.60 -0.45
H -5.4581 -1.4892 -1.9114 0.58 1.97 4.21
H -4.9984 -1.3801 0.4797 -1.63 1.06 -4.25
H 0.4249 1.2497 -1.2998 3.32 -3.74 2.94
H 3.0117 1.3445 -1.5750 -0.80 -2.38 1.38
H 2.5298 2.8188 -0.1969 -0.10 -1.14 1.16
H 2.4155 1.7354 1.3322 -0.43 0.01 0.31
H 3.9751 2.1716 0.5684 -1.24 -0.70 -0.20
H 3.7871 -2.2324 -0.9726 -1.33 0.97 0.39
N -1.0245 -1.2241 1.4652 0.72 -3.35 3.98
N 1.2725 0.3617 -0.5564 0.66 5.25 -7.49
O 1.6140 -0.5156 1.3914 -2.22 -0.24 -0.95
O 5.0180 -0.2624 -0.5182 -7.10 -1.30 0.35
O 3.0558 -1.5513 -0.8074 2.47 -1.89 -0.18
S -3.8899 0.3408 -0.8462 -0.49 -0.26 -1.04
```
Positions in Å, forces in eV/Å.

Total charge: 0
E_LUMO (eV): -0.256
E_HOMO (eV): -8.51
HOMO-LUMO gap (eV): 8.3
Calculated total energy (eV): -28506.1705

***

No. 4
Molecular formula: C22H18Br4FN2O2SiTi
Method: DFT, the ωB97M-V functional and the def2-TZVPD basis

Geometry as XYZ:
```
51
Properties=species:S:1:pos:R:3:forces:R:3
Ti 0.1887 0.3818 0.3467 -0.49 -0.51 0.32
Br -5.5336 3.7718 2.0074 0.00 0.00 0.00
C -4.2909 2.6855 1.0967 0.02 -0.01 0.02
C -4.5806 2.1686 -0.1638 -0.02 0.00 -0.02
Br -6.2351 2.5452 -0.9884 0.01 0.00 0.00
C -3.6485 1.3717 -0.8314 0.03 -0.02 0.02
Br -3.9618 0.6522 -2.5428 0.00 0.00 -0.01
C -2.4166 1.0753 -0.2487 -0.17 0.01 -0.16
O -1.4833 0.3380 -0.8191 0.57 0.20 0.49
C -2.1382 1.6053 1.0277 -0.01 0.10 0.20
O -0.9311 1.2909 1.5492 0.19 -0.15 -0.61
C -3.0581 2.3975 1.6904 -0.04 0.00 -0.06
Br -2.5651 3.0615 3.3809 0.01 0.00 0.01
C 3.3072 0.9741 3.5276 -0.01 0.03 0.00
Si 3.3226 0.4522 1.7253 0.01 -0.01 0.00
C 4.8547 -0.5496 1.3052 0.00 -0.01 -0.03
C 3.4914 2.0462 0.7567 0.03 0.02 0.01
N 1.8510 -0.4056 1.3010 -0.26 0.09 -0.13
C 1.5845 -1.6101 1.9616 0.11 0.05 -0.08
C 2.3745 -2.2369 2.9379 -0.03 -0.05 0.04
C 1.9877 -3.4292 3.5343 0.01 0.03 -0.01
C 0.8029 -4.0615 3.1907 -0.02 -0.02 0.00
C -0.0050 -3.4842 2.2197 0.00 -0.01 -0.07
C 0.4239 -2.3138 1.6570 0.01 -0.03 0.05
F -0.3712 -1.7195 0.6777 0.06 0.15 0.03
H 4.1304 1.6679 3.7176 0.01 -0.01 -0.01
H 3.3902 0.1605 4.2472 0.00 -0.02 -0.02
H 2.3749 1.5039 3.7408 0.00 0.00 0.00
H 5.7481 0.0706 1.4143 -0.01 0.01 0.01
H 4.8042 -0.8738 0.2625 0.01 0.01 0.00
H 4.9977 -1.4405 1.9156 -0.02 0.00 0.00
H 4.4260 2.4995 1.1002 0.00 0.02 -0.02
H 2.6927 2.7620 0.9538 -0.01 -0.01 0.01
H 3.5776 1.8946 -0.3197 0.00 -0.02 0.00
H 3.3041 -1.7854 3.2478 0.00 0.01 -0.01
H 2.6314 -3.8663 4.2866 -0.01 -0.01 0.00
H 0.5059 -4.9860 3.6648 0.01 0.00 0.00
H -0.9393 -3.9233 1.8977 0.00 0.00 0.01
N 0.9410 1.9247 -0.9097 0.10 0.26 0.08
C 1.0840 2.9207 -1.4595 -0.02 -0.10 -0.14
C 1.2506 4.1592 -2.1554 -0.11 -0.10 0.10
C 2.3898 4.3741 -2.9283 0.00 0.09 0.00
C 2.5184 5.5774 -3.5995 0.00 -0.03 0.01
C 1.5239 6.5410 -3.4950 0.00 0.04 -0.02
C 0.3940 6.3181 -2.7192 0.00 -0.03 0.01
C 0.2462 5.1207 -2.0415 0.05 0.06 -0.07
H 3.1556 3.6140 -2.9965 -0.01 -0.02 0.01
H 3.3942 5.7645 -4.2053 0.00 -0.01 0.00
H 1.6304 7.4777 -4.0261 0.00 0.00 0.01
H -0.3736 7.0757 -2.6446 0.00 0.00 0.00
H -0.6282 4.9259 -1.4355 0.00 -0.02 0.00
```
Positions in Å, forces in eV/Å.

Total charge: 0
<S²>: 0.754
E_LUMO (alpha / beta) (eV): -0.677 / -0.836
E_HOMO (alpha / beta) (eV): -7.63 / -7.66
HOMO-LUMO gap (alpha / beta) (eV): 6.9 / 6.8
Calculated total energy (eV): -344065.2463
Multiplicity: 2

***

No. 5
Molecular formula: C3H8IN2S
Method: DFT, the ωB97M-V functional and the def2-TZVPD basis

Geometry as XYZ:
```
15
Properties=species:S:1:pos:R:3:forces:R:3
C -1.1510 1.0330 0.7454 0.20 2.34 2.07
C -3.0043 -0.0330 -0.2121 -1.42 -0.27 0.98
C 4.3343 -2.0052 -0.5346 0.47 -0.20 -0.25
N 0.0968 1.5109 0.6941 2.22 -0.07 0.92
N -1.6751 0.4788 -0.2886 0.92 -1.10 -0.53
S 1.1271 1.3753 -0.6458 0.12 -0.36 -1.07
I 3.5745 -0.2630 0.2180 0.12 -0.91 -0.29
H -1.8092 1.3474 1.6140 1.01 -0.77 -0.96
H -3.7458 0.6211 0.1852 0.19 1.46 0.86
H -3.2094 -0.9154 0.3538 0.98 -0.92 0.61
H -3.5185 -0.2137 -1.0831 -0.04 -0.47 -2.90
H 5.1124 -1.8307 -1.3405 -1.27 -0.55 1.10
H 3.9758 -3.0273 -0.1870 0.48 1.72 -0.58
H 0.8141 1.7631 1.4292 -2.73 -0.16 -0.01
H -0.9219 0.1587 -0.9478 -1.25 0.24 0.05
```
Positions in Å, forces in eV/Å.

Total charge: +1
E_LUMO (alpha / beta) (eV): -6.153 / -4.074
E_HOMO (alpha / beta) (eV): -11.70 / -12.55
HOMO-LUMO gap (alpha / beta) (eV): 5.6 / 8.5
Calculated total energy (eV): -25146.2039

***

No. 6
Molecular formula: C3H4B6CaF24O3
Method: DFT, the ωB97M-V functional and the def2-TZVPD basis

Geometry as XYZ:
```
41
Properties=species:S:1:pos:R:3:forces:R:3
Ca 0.6807 0.2724 0.1300 1.37 -1.08 -1.33
B 0.2198 -1.8898 2.4873 0.50 -0.10 -0.40
F -1.0633 -2.3319 2.5538 -3.15 -0.92 -1.19
F 0.8380 -2.7482 3.3442 2.26 -1.42 1.19
F 0.8237 -1.7749 1.2321 -0.24 -1.05 0.19
F 0.1991 -0.6385 2.9715 0.13 3.00 1.40
B 0.8145 1.0003 -3.3086 0.28 -1.46 0.67
F 0.0030 1.8042 -4.0195 -3.15 1.36 -2.39
F 1.9037 1.7372 -3.1659 3.22 1.44 0.82
F 0.1880 0.7258 -2.0857 -0.77 0.13 1.30
F 1.0723 -0.2154 -3.8704 -0.06 -0.75 -1.29
B 3.3191 1.2522 0.8794 -0.89 -0.21 -0.82
F 4.5226 0.9384 0.4369 3.04 -1.15 -0.30
F 3.3750 2.2764 1.7104 0.79 2.93 3.67
F 2.5604 1.7442 -0.1572 -1.82 0.04 -1.81
F 2.6469 0.1919 1.4946 -0.41 -0.79 0.61
B 0.0446 -2.7682 -1.8637 1.09 -0.19 0.94
F 0.3522 -3.8641 -1.0858 0.08 -2.02 1.28
F -1.2692 -2.7843 -2.1583 -3.14 -0.20 -0.89
F 0.3264 -1.6541 -1.1392 -0.02 1.71 0.89
F 0.8170 -2.8144 -2.9442 1.20 -0.36 -2.76
B -0.0277 2.9561 1.0083 1.69 2.01 -0.85
F 0.2476 1.8417 1.6889 0.23 -2.00 3.71
F -0.2818 2.4145 -0.2147 -1.06 0.45 -2.71
F -1.1104 3.6819 1.4537 -1.11 0.62 0.74
F 1.1275 3.7703 1.0001 -0.73 0.55 0.04
B 3.7568 -0.8833 -1.6880 -0.22 0.94 -1.47
F 4.6594 -1.6839 -1.0550 1.96 -0.80 1.33
F 3.4379 -1.5309 -2.8511 -0.37 -1.02 -1.63
F 2.6710 -0.6820 -0.9068 -2.00 -0.37 1.43
F 4.1797 0.3916 -2.0355 1.54 0.65 -0.46
C -5.0166 -0.1910 0.8968 2.01 -0.37 0.41
C -4.3657 0.6556 1.9720 -0.44 0.99 -0.09
O -3.0226 0.8375 1.5167 -0.95 0.27 0.51
C -2.7293 -0.1753 0.7087 3.92 -2.00 -1.55
O -1.6103 -0.4461 0.2753 -4.29 1.07 1.35
O -3.8362 -0.9525 0.4637 -1.23 0.64 -0.20
H -5.3663 0.5010 0.1307 -0.02 -0.42 -0.46
H -5.8161 -0.8312 1.2697 0.24 -0.22 -0.22
H -4.3855 0.2537 2.9850 0.16 -0.22 -0.08
H -4.8857 1.6130 1.9396 0.33 0.30 0.46
```
Positions in Å, forces in eV/Å.

Total charge: -4
E_LUMO (eV): 7.142
E_HOMO (eV): 1.06
HOMO-LUMO gap (eV): 6.1
Calculated total energy (eV): -97071.1938

***

Question: Look up the total charge of the third one.
Answer: 0